{"formula": "C27H61N7O19", "method": "ωB97M-V/def2-TZVPD", "elements": ["C", "N", "O", "O", "H", "H", "H", "C", "N", "O", "O", "H", "H", "H", "C", "N", "O", "O", "H", "H", "H", "C", "N", "O", "O", "H", "H", "H", "C", "N", "O", "O", "H", "H", "H", "C", "N", "O", "O", "H", "H", "H", "C", "N", "O", "O", "H", "H", "H", "C", "C", "C", "O", "C", "H", "H", "H", "H", "H", "H", "H", "H", "C", "C", "C", "O", "C", "H", "H", "H", "H", "H", "H", "H", "H", "C", "C", "C", "O", "C", "H", "H", "H", "H", "H", "H", "H", "H", "C", "C", "C", "O", "C", "H", "H", "H", "H", "H", "H", "H", "H", "C", "C", "C", "O", "C", "H", "H", "H", "H", "H", "H", "H", "H"], "xyz": [[-0.63, -1.87, 2.07], [-1.55, -2.30, 3.22], [-2.62, -1.76, 3.24], [-1.08, -3.03, 4.08], [-0.06, -2.71, 1.83], [0.06, -1.11, 2.44], [-1.26, -1.55, 1.27], [0.68, -2.74, 6.70], [1.41, -2.63, 5.39], [2.11, -3.58, 5.06], [1.32, -1.67, 4.64], [1.38, -2.83, 7.56], [0.07, -3.68, 6.69], [-0.01, -1.92, 6.84], [-2.52, -2.55, -5.35], [-1.93, -3.88, -5.01], [-1.29, -3.95, -3.97], [-2.01, -4.80, -5.81], [-3.05, -2.65, -6.38], [-1.65, -1.84, -5.29], [-3.27, -2.25, -4.61], [-2.34, 2.69, -5.54], [-3.27, 2.60, -4.31], [-4.42, 2.21, -4.47], [-2.81, 2.95, -3.25], [-1.79, 3.62, -5.37], [-3.04, 2.60, -6.37], [-1.59, 1.91, -5.46], [0.08, -5.21, -1.43], [-1.18, -4.82, -0.69], [-2.24, -4.84, -1.28], [-1.06, -4.52, 0.47], [0.38, -4.46, -2.16], [-0.20, -6.13, -1.93], [0.87, -5.27, -0.68], [-4.64, -3.24, 0.49], [-4.36, -2.73, -0.92], [-3.33, -2.03, -1.02], [-5.02, -3.17, -1.87], [-5.69, -3.42, 0.56], [-4.21, -2.43, 1.17], [-4.12, -4.17, 0.64], [3.44, -2.10, 1.59], [2.79, -3.23, 0.90], [2.30, -4.13, 1.54], [2.78, -3.20, -0.34], [4.22, -2.56, 2.17], [2.71, -1.61, 2.32], [3.89, -1.47, 0.83], [4.07, 2.57, -1.20], [2.91, 2.43, -0.16], [3.16, 1.05, 0.45], [4.34, 0.47, -0.10], [4.50, 1.10, -1.38], [4.91, 2.98, -0.67], [3.76, 2.97, -2.16], [2.00, 2.47, -0.74], [2.95, 3.20, 0.60], [2.29, 0.44, 0.25], [3.27, 1.19, 1.53], [3.87, 0.62, -2.17], [5.55, 1.07, -1.65], [5.67, 1.97, 2.95], [4.64, 2.63, 3.85], [3.51, 1.68, 3.86], [4.04, 0.39, 3.55], [5.44, 0.45, 3.35], [6.76, 2.25, 3.12], [5.40, 1.96, 1.82], [4.35, 3.65, 3.52], [5.03, 2.59, 4.82], [2.64, 1.91, 3.17], [3.12, 1.66, 4.86], [5.73, -0.37, 2.69], [5.88, 0.19, 4.36], [-4.25, 1.25, 0.02], [-3.29, 1.19, 1.25], [-4.16, 1.14, 2.46], [-5.48, 1.55, 2.02], [-5.44, 1.99, 0.72], [-4.45, 0.20, -0.23], [-3.83, 1.69, -0.93], [-2.58, 2.03, 1.26], [-2.72, 0.26, 1.21], [-3.81, 1.92, 3.19], [-4.24, 0.22, 3.02], [-5.22, 3.11, 0.65], [-6.39, 1.80, 0.14], [0.37, 5.24, 0.28], [-0.55, 4.17, 0.88], [-1.02, 3.38, -0.41], [-0.11, 3.76, -1.48], [0.28, 5.10, -1.24], [1.41, 5.00, 0.54], [0.30, 6.29, 0.61], [-1.45, 4.51, 1.30], [-0.07, 3.57, 1.56], [-2.03, 3.69, -0.80], [-1.08, 2.34, -0.40], [-0.46, 5.77, -1.69], [1.17, 5.30, -1.77], [-0.68, -1.31, -2.35], [0.76, -1.25, -3.02], [0.63, -0.06, -3.99], [-0.74, 0.06, -4.32], [-1.49, -0.21, -3.09], [-0.74, -1.17, -1.30], [-1.17, -2.24, -2.52], [0.91, -2.15, -3.60], [1.49, -1.11, -2.27], [1.07, -0.16, -5.02], [1.03, 0.89, -3.59], [-2.49, -0.51, -3.30], [-1.53, 0.72, -2.52]], "mulliken_charge": [-0.25, 1.12, -0.61, -0.65, 0.17, 0.42, -0.32, -0.79, 0.87, -0.54, -0.40, 0.29, 0.28, 0.33, -0.45, 0.82, -0.41, -0.57, 0.31, 0.13, 0.17, -0.61, 0.90, -0.58, -0.46, 0.27, 0.31, 0.16, -0.63, 1.05, -0.54, -0.58, 0.10, 0.33, 0.28, -0.48, 0.77, -0.31, -0.60, 0.32, 0.04, 0.25, -0.73, 1.04, -0.56, -0.60, 0.39, 0.25, 0.24, -0.89, 0.53, 1.46, -0.53, -0.42, 0.34, 0.44, -0.12, 0.02, 0.52, -1.94, 0.14, 0.39, 0.07, -0.65, -0.26, -0.25, -0.63, 0.41, -0.27, 0.25, 0.38, -0.03, 0.42, 0.22, 0.30, 0.37, 1.71, -0.42, -0.47, -0.59, -0.23, 0.04, -0.43, -0.97, 0.26, 0.18, 0.27, 0.37, -0.34, -0.73, -0.36, -0.42, -0.70, -0.03, 0.41, 0.50, 0.32, 0.27, 0.41, 0.36, 0.40, 1.80, -0.44, -0.57, -0.35, -0.87, -0.47, -0.60, 0.25, 0.31, 0.35, 0.11, 0.46, 0.01], "total_energy_ev": -78297.9115, "homo_energy_ha": -0.341, "total_charge": 0}

***

{"formula": "C4H9N4OS", "method": "ωB97M-V/def2-TZVPD", "elements": ["C", "C", "C", "C", "N", "N", "N", "N", "O", "S", "H", "H", "H", "H", "H", "H", "H", "H", "H"], "xyz": [[-0.77, 0.45, -0.46], [-0.08, -3.45, 0.78], [0.93, 2.03, 0.34], [-2.77, 1.40, -1.40], [2.86, -1.49, 1.20], [2.21, -0.63, 0.58], [1.07, -0.48, 0.28], [0.46, 0.71, 0.04], [-1.42, 1.57, -0.77], [-0.35, -2.06, -0.11], [0.29, -3.45, 1.70], [-0.44, -4.35, 0.35], [0.79, 2.36, 1.37], [0.34, 2.78, -0.26], [1.99, 2.16, 0.12], [-3.49, 1.13, -0.70], [-2.56, 0.55, -2.12], [-2.89, 2.38, -1.99], [3.82, -1.63, 1.05]], "lowdin_spin": [0.11, 0.21, 0.02, 0.00, 0.45, 0.28, 0.30, 0.05, 0.03, 0.48, 0.01, 0.03, 0.00, 0.00, 0.00, 0.00, 0.00, 0.00, 0.02], "total_energy_ev": -23120.6186, "s_squared": 2.016, "de_lowest_kcal_mol": 169.1, "spin_multiplicity": 3, "homo_energy_ha": [-0.434, -0.475], "total_charge": 1}

***

{"formula": "C5H8O2", "method": "ωB97M-V/def2-TZVPD", "elements": ["O", "C", "C", "C", "O", "C", "H", "H", "H", "H", "C", "H", "H", "H", "H"], "xyz": [[-0.74, 1.67, -1.05], [-0.04, 0.93, -0.41], [0.32, 0.92, 1.09], [1.69, 0.43, 0.59], [1.47, -0.88, 0.12], [1.21, 0.18, -0.80], [0.24, 1.92, 1.50], [-0.17, 0.19, 1.74], [2.68, 0.74, 0.89], [1.70, 0.15, -1.76], [-1.67, -1.25, -0.38], [-0.69, -1.60, -0.02], [-2.35, -1.21, 0.46], [-2.02, -1.93, -1.14], [-1.64, -0.27, -0.84]], "nbo_charge": [-0.54, 0.59, -0.54, 0.08, -0.46, -0.06, 0.24, 0.25, 0.22, 0.22, -0.87, 0.23, 0.21, 0.22, 0.23], "total_energy_ev": -9406.7652, "de_lowest_kcal_mol": 70.7, "homo_energy_ha": -0.356, "total_charge": 0}

***

no.,strongest force on any atom (eV/Å)
1,3.4
2,5.8
3,0.6